Density functional theory data (ωB97M-V with the def2-TZVPD basis set) for a molecular structure, C20H51N2NbO14P5 in a non-equilibrium geometry.

Computed properties:
Orbital gap (Ha): 0.1925
Highest occupied orbital energy (eV): -4.360
ΔE to the lowest compared entry with this formula, charge and spin (eV): 0.000
E (a.u.): -3719.250747
Net charge: -1

Last column: Löwdin charge in e.
Cartesian coordinates (Å):
C (3.39528, -1.42930, 1.25041)  -0.11
C (3.18329, -1.93137, -0.19574)  -0.25
C (2.45989, -3.28716, -0.29802)  -0.34
N (1.20820, -3.22210, -1.09788)  -0.23
Nb (-0.53231, -3.00269, -0.02273)  1.40
O (-0.25048, -4.77634, 0.77449)  -0.46
C (-0.78833, -0.87870, -0.83521)  -0.33
C (-1.57825, -0.03711, 0.13419)  -0.39
C (-0.96796, 0.34831, 1.33592)  -0.10
C (-1.65050, 1.09178, 2.27447)  -0.07
C (-2.97451, 1.47230, 2.04644)  -0.30
C (-3.69557, 2.25147, 3.12138)  -0.06
C (-3.55533, 1.11742, 0.85005)  -0.06
C (-2.88135, 0.36840, -0.11055)  -0.08
P (-2.10254, -3.98912, -1.89984)  0.43
N (-3.44827, -3.12842, -2.13829)  -0.46
P (-2.67254, -2.77951, 1.47787)  0.46
O (-3.02142, -4.18640, 1.93390)  -0.65
H (4.40142, -1.69529, 1.57556)  0.05
H (3.35612, -0.33799, 1.22840)  0.06
H (2.63877, -1.78489, 1.94513)  0.04
H (2.64710, -1.14525, -0.73107)  0.08
H (4.16159, -2.03500, -0.66663)  0.09
H (2.27286, -3.73466, 0.67450)  0.07
H (3.14029, -3.97350, -0.82122)  0.09
H (1.34107, -2.41114, -1.69907)  0.01
H (0.39429, -2.30341, 1.39343)  -0.05
H (-0.38013, -4.68572, 1.73133)  -0.01
H (-1.25796, -0.87697, -1.82357)  0.03
H (0.20336, -0.41812, -0.91014)  0.03
H (0.05668, 0.05456, 1.52060)  0.08
H (-1.14666, 1.36751, 3.19439)  0.11
H (-3.14334, 3.17660, 3.29537)  0.07
H (-4.74983, 2.41221, 2.90963)  0.06
H (-3.62830, 1.68182, 4.05238)  0.07
H (-4.57443, 1.43675, 0.65665)  0.11
H (-3.37276, 0.09000, -1.03425)  0.10
H (-1.36403, -4.11513, -3.10878)  -0.11
H (-2.52725, -5.27311, -1.48286)  -0.08
H (-3.45052, -2.31505, -1.53459)  -0.15
H (-3.81795, -2.27421, 0.80579)  -0.06
H (-2.47123, -2.00331, 2.65407)  -0.06
C (4.43049, 3.27918, -2.74975)  -0.10
O (3.26664, 3.74727, -3.45892)  -0.24
P (1.96781, 2.75030, -3.54999)  0.45
O (1.29999, 3.17691, -4.79224)  -0.25
O (1.25961, 3.28919, -2.20588)  -0.23
C (1.14275, 4.68178, -1.94971)  -0.11
O (1.56072, 1.25357, -3.21149)  -0.23
C (0.62475, 0.57717, -4.06420)  -0.08
H (5.15911, 4.08574, -2.73925)  0.08
H (4.17824, 3.01262, -1.71999)  0.09
H (4.86613, 2.41597, -3.25410)  0.08
H (0.95638, 5.24147, -2.86681)  0.09
H (2.04534, 5.05319, -1.46113)  0.08
H (0.30328, 4.81405, -1.27056)  0.09
H (1.03942, 0.42715, -5.05812)  0.09
H (-0.31273, 1.12363, -4.11674)  0.10
H (0.44374, -0.39138, -3.60558)  0.08
C (-9.66556, 1.06416, -0.68432)  -0.10
O (-8.86559, 1.47679, 0.44258)  -0.24
P (-8.96689, 3.03694, 0.97891)  0.54
O (-7.62686, 3.16539, 1.59791)  -0.25
O (-10.13974, 2.67161, 2.04715)  -0.25
C (-10.09488, 1.45655, 2.78895)  -0.11
O (-9.55795, 4.54444, 0.95312)  -0.25
C (-8.74470, 5.59186, 1.48557)  -0.11
H (-9.49899, 0.00123, -0.83474)  0.09
H (-10.72849, 1.23681, -0.49161)  0.09
H (-9.36376, 1.59889, -1.58482)  0.08
H (-9.07298, 1.19416, 3.06110)  0.09
H (-10.54925, 0.64564, 2.21868)  0.08
H (-10.68029, 1.61198, 3.69331)  0.09
H (-7.84255, 5.73347, 0.89566)  0.09
H (-8.49324, 5.38033, 2.52167)  0.09
H (-9.35149, 6.49478, 1.43232)  0.09
C (10.13179, -0.81561, -1.28462)  -0.10
O (9.00302, -0.98992, -0.40646)  -0.24
P (8.75975, -2.46797, 0.27567)  0.49
O (7.30839, -2.48581, 0.51661)  -0.24
O (9.64250, -2.08972, 1.58954)  -0.25
C (9.49011, -0.82809, 2.22926)  -0.11
O (9.31431, -3.96873, 0.39205)  -0.24
C (8.37534, -5.00406, 0.71673)  -0.09
H (10.16062, 0.22884, -1.58312)  0.09
H (11.06517, -1.06678, -0.77313)  0.09
H (10.02445, -1.43432, -2.17589)  0.08
H (8.45192, -0.49628, 2.21457)  0.09
H (10.12785, -0.08183, 1.75291)  0.08
H (9.81342, -0.94904, 3.26130)  0.09
H (7.63987, -5.13341, -0.07296)  0.09
H (7.88650, -4.78165, 1.66159)  0.09
H (8.96009, -5.91658, 0.81304)  0.09

Density functional theory data (ωB97M-V with the def2-TZVPD basis set) for 5 unconnected molecules or ions with the total composition C20H52N2O17P5S2 in a non-equilibrium geometry.

Computed properties:
Orbital gap (Ha): 0.2330
Highest occupied orbital energy (eV): -10.549
E (a.u.): -4684.323376
Net charge: +1

Last column: Löwdin charge in e.
Cartesian coordinates (Å):
C (-3.84424, -0.33983, 4.72955)  -0.31
P (-2.27677, 0.18457, 5.64258)  0.68
C (-2.19257, -0.72726, 7.28814)  -0.31
S (-2.41551, 2.31331, 6.07458)  0.79
C (-0.95733, 2.82749, 7.13007)  -0.35
C (0.32388, 2.78809, 6.14550)  -0.26
C (1.05263, 1.41837, 6.40722)  -0.25
C (1.92372, 0.86283, 5.20917)  -0.45
S (2.16541, 2.00434, 3.80242)  0.96
C (0.66941, 1.85510, 2.78170)  -0.61
N (-0.22829, 0.86526, 2.73999)  0.02
N (-1.16624, 1.22271, 1.80315)  0.03
C (-0.78859, 2.40262, 1.31309)  -0.16
O (0.36673, 2.87563, 1.90027)  0.01
H (-4.76151, -0.21071, 5.36917)  0.05
H (-3.97487, 0.38624, 3.87855)  0.04
H (-3.75383, -1.39517, 4.36202)  0.07
H (-2.24774, -0.02446, 8.16601)  0.05
H (-1.17900, -1.20872, 7.32008)  0.04
H (-2.97067, -1.52241, 7.39531)  0.06
H (-2.25297, 2.91597, 4.83973)  0.00
H (-0.83686, 2.17557, 8.02342)  0.10
H (-1.10992, 3.91182, 7.36923)  0.09
H (-0.09122, 2.91420, 5.12251)  0.05
H (0.98400, 3.62316, 6.48210)  0.12
H (0.31978, 0.64746, 6.76413)  0.07
H (1.75407, 1.58066, 7.27453)  0.12
H (2.95436, 0.62081, 5.58951)  0.09
H (1.48850, -0.13196, 4.91534)  0.09
H (-1.32104, 2.96173, 0.51498)  0.16
C (-3.09980, 7.74608, 11.60211)  -0.12
O (-1.82409, 7.18972, 11.23798)  -0.27
P (-1.18422, 7.76399, 9.76068)  0.70
O (-1.08097, 6.37467, 9.16858)  -0.30
O (0.22179, 8.21057, 10.47148)  -0.25
C (0.43617, 8.22886, 11.87699)  -0.10
O (-0.69095, 8.59625, 8.37770)  -0.30
C (0.34469, 8.02656, 7.59000)  -0.13
H (-3.40617, 7.31470, 12.55360)  0.09
H (-3.01764, 8.82983, 11.71964)  0.08
H (-3.84681, 7.51238, 10.84093)  0.08
H (0.51710, 7.21073, 12.25984)  0.09
H (-0.35396, 8.77225, 12.39374)  0.08
H (1.37942, 8.74127, 12.06639)  0.09
H (-0.05183, 7.22821, 6.96363)  0.07
H (1.15663, 7.65109, 8.21449)  0.09
H (0.73572, 8.81387, 6.94424)  0.09
C (-1.02334, -0.58424, -5.56024)  -0.12
O (-0.12425, 0.30305, -4.86782)  -0.27
P (0.14459, -0.08822, -3.22334)  0.74
O (-0.32140, 1.29393, -2.80297)  -0.27
O (1.77327, -0.09938, -3.44191)  -0.27
C (2.40202, -0.09298, -4.71586)  -0.11
O (0.42571, -0.60036, -1.63169)  -0.31
C (0.96584, 0.34331, -0.72440)  -0.15
H (-1.11763, -0.24501, -6.59080)  0.09
H (-0.62224, -1.60133, -5.56087)  0.07
H (-2.00591, -0.57453, -5.08383)  0.08
H (2.30179, 0.88784, -5.18174)  0.09
H (1.99656, -0.87010, -5.36440)  0.09
H (3.46442, -0.29403, -4.56808)  0.09
H (0.18557, 1.01475, -0.37397)  0.04
H (1.77962, 0.91155, -1.17883)  0.09
H (1.36285, -0.20561, 0.13292)  0.09
C (2.84667, -3.35158, -2.43700)  -0.14
O (1.69194, -4.12645, -2.73353)  -0.28
P (1.64351, -4.73073, -4.34683)  0.74
O (0.30818, -4.02865, -4.54822)  -0.28
O (1.41102, -6.27161, -3.83423)  -0.25
C (1.59670, -6.70012, -2.49352)  -0.11
O (1.68871, -5.32965, -5.92791)  -0.31
C (0.46612, -5.76682, -6.51611)  -0.13
H (2.78940, -3.00804, -1.40518)  0.09
H (3.74692, -3.96256, -2.55479)  0.08
H (2.89274, -2.49005, -3.10692)  0.06
H (0.79174, -6.32266, -1.86152)  0.09
H (2.56722, -6.38984, -2.10627)  0.08
H (1.55928, -7.78980, -2.48052)  0.09
H (-0.11353, -4.91368, -6.86086)  0.08
H (-0.11844, -6.36540, -5.81544)  0.08
H (0.71674, -6.38530, -7.37873)  0.09
C (-2.65903, -4.79303, -11.81024)  -0.13
O (-1.36726, -4.23513, -11.52121)  -0.28
P (-0.07927, -5.36341, -11.53122)  0.71
O (0.32783, -5.03958, -10.11194)  -0.27
O (0.77307, -4.47060, -12.61190)  -0.25
C (0.25078, -3.34687, -13.30569)  -0.11
O (1.03146, -6.61346, -11.76509)  -0.31
C (2.33165, -6.46109, -11.20909)  -0.13
H (-3.39640, -3.99226, -11.78035)  0.09
H (-2.66298, -5.23503, -12.81059)  0.08
H (-2.91858, -5.55245, -11.06966)  0.08
H (0.14350, -2.50000, -12.62657)  0.09
H (-0.70068, -3.57965, -13.78311)  0.08
H (0.96250, -3.07217, -14.08475)  0.09
H (2.31478, -6.67869, -10.14245)  0.08
H (2.72262, -5.45809, -11.38500)  0.09
H (2.98520, -7.18266, -11.70180)  0.09

Density functional theory data (ωB97M-V with the def2-TZVPD basis set) for a molecular structure, C20H52NO2P2Si4V in a non-equilibrium geometry.

Computed properties:
Orbital gap (alpha / beta) (Ha): 0.1827 / 0.2032
Highest occupied orbital energy (alpha / beta) (eV): -9.534 / -9.525
ΔE to the lowest compared entry with this formula, charge and spin (eV): 0.000
Spin multiplicity: 2
E (a.u.): -3782.883316
Net charge: +1
Expectation value of S²: 0.88

Last column: Löwdin charge in e.
Cartesian coordinates (Å):
C (5.36289, -1.39121, 0.81969)  -0.03
C (4.02160, -0.84691, 0.79814)  -0.36
N (3.05052, -1.36773, -0.05247)  -0.01
C (3.28654, -2.61056, -0.51447)  -0.35
C (4.53289, -3.26732, -0.39581)  -0.04
C (5.60580, -2.62211, 0.23974)  -0.06
C (3.70505, 0.34443, 1.47665)  -0.27
P (1.88938, 0.76729, 1.64983)  0.82
V (1.10488, -0.30339, -0.11749)  0.12
P (0.77079, -2.14288, -1.59040)  0.86
C (2.14530, -3.31742, -1.15287)  -0.26
O (4.56848, 2.59776, -0.57217)  -0.07
O (2.00560, 2.42319, -1.74323)  -0.16
H (6.12743, -0.76117, 1.24060)  0.11
H (4.65257, -4.28425, -0.77379)  0.11
H (6.59074, -3.08129, 0.31168)  0.12
C (1.67420, 0.06267, 3.38517)  -0.21
C (1.89039, 2.58466, 1.96224)  -0.22
H (2.41496, -3.83869, -2.07632)  0.11
H (1.67615, -4.07634, -0.51073)  0.10
H (4.62317, 2.07409, 0.25054)  0.02
H (4.40439, 0.76730, 2.25285)  0.10
C (-0.52205, -3.37627, -1.94021)  -0.24
C (1.24987, -1.68560, -3.29346)  -0.23
H (1.34154, 0.95364, -0.79980)  0.00
H (1.50519, 3.20955, -1.44177)  0.04
H (2.98933, 2.60411, -1.40973)  0.07
H (5.31109, 2.24054, -1.09752)  0.08
H (-0.06370, -0.93938, 0.85676)  -0.03
H (0.42142, 1.23609, -0.52709)  0.02
H (2.28219, 0.71044, 4.04730)  0.06
H (0.61428, -0.03668, 3.70180)  0.02
H (2.17606, -0.92222, 3.33380)  0.05
H (2.65991, 2.77590, 2.72696)  0.06
H (2.17782, 3.13150, 1.04393)  0.04
H (0.90969, 2.95460, 2.30517)  0.02
H (1.23546, -2.56356, -3.94898)  0.06
H (0.59007, -0.92230, -3.71985)  0.03
H (2.26542, -1.28144, -3.28424)  0.06
H (-0.27435, -3.96087, -2.83569)  0.07
H (-0.62193, -4.08152, -1.11193)  0.04
H (-1.50976, -2.94662, -2.11869)  0.01
C (-2.52265, -3.07728, 0.69596)  -0.22
Si (-2.72321, -1.31879, 1.29463)  0.32
C (-4.50610, -0.80650, 1.06116)  -0.19
C (-2.11688, -1.25706, 3.06840)  -0.19
Si (-1.35759, 0.09378, 0.06794)  0.37
Si (-2.12952, 0.65428, -2.11894)  0.39
C (-3.78042, 1.57336, -2.03251)  -0.20
C (-0.90685, 1.74861, -3.05118)  -0.20
C (-2.51579, -0.84045, -3.17915)  -0.22
Si (-1.95118, 2.15279, 1.15761)  0.41
C (-3.79697, 2.57149, 1.26992)  -0.20
C (-1.39970, 2.18731, 2.98046)  -0.22
C (-1.15442, 3.61054, 0.23749)  -0.21
H (-3.17944, -3.64707, 1.36808)  0.04
H (-1.49783, -3.45409, 0.79650)  0.02
H (-2.86435, -3.22035, -0.33761)  0.03
H (-5.04436, -1.64353, 1.53269)  0.04
H (-4.76335, 0.12894, 1.57014)  0.01
H (-4.79715, -0.74336, 0.00135)  0.03
H (-1.05072, -1.49678, 3.17175)  0.02
H (-2.32284, -0.31145, 3.57912)  0.02
H (-2.70000, -2.05772, 3.54699)  0.04
H (-3.69382, 2.61794, -1.71603)  0.03
H (-4.20077, 1.57915, -3.04924)  0.05
H (-4.51843, 1.08533, -1.38772)  0.02
H (0.09420, 1.31664, -3.15927)  0.01
H (-1.29142, 1.86730, -4.07245)  0.05
H (-0.80494, 2.75939, -2.63594)  0.02
H (-3.09918, -1.60008, -2.65071)  0.03
H (-1.63979, -1.32545, -3.61394)  0.01
H (-3.13966, -0.49880, -4.01625)  0.05
H (-4.27160, 2.04855, 2.10905)  0.02
H (-3.88173, 3.65210, 1.46785)  0.05
H (-4.36768, 2.35714, 0.36210)  0.00
H (-1.23308, 3.23377, 3.28526)  0.05
H (-0.48893, 1.61698, 3.20112)  -0.02
H (-2.20545, 1.80097, 3.62060)  0.03
H (-0.05521, 3.58280, 0.21299)  0.00
H (-1.52253, 3.72430, -0.79294)  0.02
H (-1.43995, 4.52526, 0.78061)  0.05